1.
{"formula": "C23H64N10O9", "method": "ωB97M-V/def2-TZVPD", "spin_multiplicity": 1, "orbital_gap_ev": 8.733, "total_energy_ev": -58212.9461, "total_charge": 0, "homo_energy_ev": -8.36, "relative_energy_ev": 2.604, "smiles": "COC[C@H](C)N.COC[C@H](C)N.COCCNCCOC.COCCNCCOC.NC(N)=O.NC(N)=O.NC(N)=O", "species": ["C", "O", "C", "C", "C", "N", "H", "H", "H", "H", "H", "H", "H", "H", "H", "H", "H", "C", "O", "C", "C", "C", "N", "H", "H", "H", "H", "H", "H", "H", "H", "H", "H", "H", "C", "O", "C", "C", "N", "C", "C", "O", "C", "H", "H", "H", "H", "H", "H", "H", "H", "H", "H", "H", "H", "H", "H", "H", "C", "O", "C", "C", "N", "C", "C", "O", "C", "H", "H", "H", "H", "H", "H", "H", "H", "H", "H", "H", "H", "H", "H", "H", "N", "C", "N", "O", "H", "H", "H", "H", "N", "C", "N", "O", "H", "H", "H", "H", "N", "C", "N", "O", "H", "H", "H", "H"], "coordinates": [[9.88, 1.69, 5.50], [8.53, 1.91, 5.10], [7.65, 0.82, 5.49], [6.17, 1.12, 5.17], [5.62, 2.14, 6.19], [5.47, -0.13, 5.23], [10.43, 0.95, 4.91], [10.05, 1.38, 6.54], [10.33, 2.67, 5.38], [8.02, -0.02, 4.90], [7.75, 0.63, 6.56], [6.06, 1.52, 4.16], [5.80, 1.81, 7.21], [4.57, 2.40, 6.04], [6.22, 3.04, 6.05], [5.27, -0.37, 6.19], [4.56, -0.10, 4.79], [0.86, -4.81, -8.02], [1.38, -4.47, -6.72], [1.19, -5.58, -5.80], [0.81, -5.06, -4.41], [0.73, -6.13, -3.26], [-0.50, -4.50, -4.37], [1.19, -5.78, -8.40], [1.08, -4.11, -8.83], [-0.22, -4.76, -7.89], [0.46, -6.32, -6.10], [2.09, -6.19, -5.75], [1.55, -4.31, -4.14], [0.10, -5.98, -2.38], [1.71, -6.26, -2.80], [0.36, -7.05, -3.71], [-0.52, -3.88, -5.17], [-1.28, -5.10, -4.60], [-1.41, -3.26, 4.26], [-2.57, -2.52, 4.05], [-3.35, -2.25, 5.23], [-4.16, -1.03, 4.98], [-3.22, 0.09, 4.91], [-3.97, 1.35, 4.78], [-4.37, 1.57, 3.27], [-5.31, 2.69, 3.35], [-5.97, 2.98, 2.19], [-0.76, -2.74, 4.96], [-0.91, -3.41, 3.30], [-1.67, -4.25, 4.64], [-2.71, -2.16, 6.11], [-3.90, -3.18, 5.38], [-4.87, -0.95, 5.80], [-4.68, -1.20, 4.04], [-2.53, 0.06, 4.18], [-3.32, 2.17, 5.11], [-4.81, 1.49, 5.45], [-4.89, 0.71, 2.87], [-3.54, 1.81, 2.59], [-6.56, 2.12, 1.86], [-5.10, 3.22, 1.59], [-6.53, 3.90, 2.35], [-3.85, 0.37, -4.46], [-2.85, 1.24, -4.95], [-2.51, 2.24, -3.98], [-1.32, 3.15, -4.53], [-0.28, 2.28, -5.12], [0.94, 2.99, -5.63], [0.57, 4.22, -6.65], [0.28, 5.47, -5.99], [1.25, 6.08, -5.18], [-4.64, 0.97, -4.02], [-3.44, -0.37, -3.77], [-4.24, -0.18, -5.32], [-2.19, 1.77, -3.05], [-3.34, 2.93, -3.80], [-0.97, 3.75, -3.69], [-1.71, 3.89, -5.23], [-0.75, 1.69, -5.78], [1.42, 2.17, -6.17], [1.55, 3.33, -4.80], [-0.27, 3.92, -7.28], [1.39, 4.45, -7.32], [0.90, 7.10, -5.00], [2.23, 6.14, -5.65], [1.33, 5.56, -4.23], [3.06, 5.87, 1.76], [4.15, 5.90, 1.06], [4.74, 7.02, 1.16], [4.65, 4.93, 0.51], [2.66, 6.71, 2.15], [2.69, 4.93, 1.79], [4.35, 7.66, 1.85], [5.59, 7.22, 0.66], [-6.14, -6.38, 1.28], [-7.40, -6.25, 1.56], [-8.13, -7.13, 0.93], [-7.82, -5.46, 2.36], [-5.61, -5.92, 2.01], [-5.70, -6.99, 0.60], [-7.67, -7.70, 0.24], [-9.14, -7.11, 0.96], [1.17, 0.67, -0.50], [0.57, 0.09, 0.49], [-0.20, -1.03, 0.24], [0.64, 0.49, 1.64], [0.93, 0.38, -1.44], [1.79, 1.45, -0.36], [-0.31, -1.44, -0.67], [-0.63, -1.48, 1.03]]}



2.
{"formula": "C23H64O9", "method": "ωB97M-V/def2-TZVPD", "spin_multiplicity": 2, "orbital_gap_ev": [9.416, 2.232], "total_energy_ev": -43302.9977, "total_charge": 1, "homo_energy_ev": [-11.58, -11.58], "s_squared": 0.7561, "relative_energy_ev": 1.845, "species": ["C", "C", "O", "H", "H", "H", "H", "H", "H", "C", "C", "O", "H", "H", "H", "H", "H", "H", "C", "C", "O", "H", "H", "H", "H", "H", "H", "C", "C", "O", "H", "H", "H", "H", "H", "H", "C", "C", "C", "O", "H", "H", "H", "H", "H", "H", "H", "H", "C", "C", "C", "O", "H", "H", "H", "H", "H", "H", "H", "H", "C", "C", "C", "O", "H", "H", "H", "H", "H", "H", "H", "H", "C", "C", "C", "O", "H", "H", "H", "H", "H", "H", "H", "H", "C", "C", "C", "O", "H", "H", "H", "H", "H", "H", "H", "H"], "coordinates": [[4.86, 21.39, 8.49], [5.04, 19.93, 8.07], [6.08, 19.83, 7.21], [3.91, 21.81, 8.16], [5.68, 22.06, 8.25], [4.79, 21.52, 9.57], [4.21, 19.58, 7.47], [5.31, 19.36, 8.96], [6.20, 18.90, 6.98], [3.32, 20.01, 4.33], [4.49, 20.88, 3.78], [5.55, 19.95, 3.65], [2.36, 20.48, 4.13], [3.51, 19.91, 5.39], [3.21, 19.09, 3.74], [4.78, 21.70, 4.44], [4.30, 21.49, 2.89], [6.36, 20.40, 3.89], [7.01, 25.49, 2.55], [7.07, 24.04, 2.95], [6.90, 23.87, 4.33], [6.01, 25.90, 2.69], [7.21, 25.53, 1.48], [7.82, 26.08, 2.99], [8.02, 23.54, 2.76], [6.26, 23.48, 2.48], [6.95, 22.94, 4.58], [9.36, 20.73, 3.95], [8.55, 20.51, 5.29], [7.38, 21.30, 5.31], [10.30, 20.17, 3.94], [9.46, 21.81, 3.95], [8.73, 20.44, 3.11], [9.17, 20.65, 6.17], [8.30, 19.44, 5.32], [6.87, 20.90, 6.03], [-1.44, 24.50, 3.34], [-1.08, 23.50, 2.17], [-0.48, 22.22, 2.74], [-2.22, 23.11, 1.45], [-2.16, 25.28, 3.10], [-0.55, 24.88, 3.83], [-2.05, 24.05, 4.12], [-0.41, 23.98, 1.46], [0.08, 22.28, 3.68], [0.03, 21.68, 1.95], [-1.32, 21.57, 2.94], [-1.87, 22.79, 0.61], [2.47, 25.51, 6.25], [3.54, 24.77, 5.43], [2.88, 24.27, 4.11], [4.48, 25.76, 5.05], [2.90, 25.90, 7.18], [1.66, 24.86, 6.58], [2.02, 26.41, 5.83], [4.15, 24.05, 5.99], [2.08, 23.54, 4.21], [3.58, 23.77, 3.43], [2.56, 25.12, 3.50], [5.12, 25.25, 4.55], [1.55, 17.11, 6.41], [1.49, 15.60, 6.65], [0.02, 15.38, 6.87], [1.76, 14.98, 5.49], [1.00, 17.41, 5.52], [2.49, 17.42, 5.96], [1.30, 17.86, 7.16], [2.09, 15.32, 7.51], [-0.27, 14.37, 7.15], [-0.65, 15.53, 6.02], [-0.38, 16.13, 7.56], [2.31, 14.21, 5.64], [4.09, 23.27, -0.13], [2.65, 23.93, -0.13], [2.22, 24.52, -1.43], [1.83, 22.81, 0.13], [4.34, 22.61, -0.96], [4.35, 22.70, 0.76], [4.78, 24.12, -0.17], [2.42, 24.55, 0.73], [2.87, 25.37, -1.68], [1.24, 24.99, -1.41], [2.25, 23.88, -2.31], [2.23, 22.16, -0.46], [3.89, 19.18, 0.51], [3.04, 19.15, -0.74], [1.66, 18.45, -0.55], [2.68, 20.47, -1.17], [3.39, 19.64, 1.37], [4.74, 19.83, 0.32], [4.27, 18.22, 0.84], [3.53, 18.67, -1.59], [0.94, 18.53, -1.36], [1.15, 18.87, 0.31], [1.72, 17.37, -0.41], [2.75, 20.58, -2.13]]}



3.
{"formula": "C23H65B3N9O7P3", "method": "ωB97M-V/def2-TZVPD", "spin_multiplicity": 1, "orbital_gap_ev": 6.222, "total_energy_ev": -82534.9360, "total_charge": 0, "homo_energy_ev": -7.59, "smiles": "CN(C)P(=O)(N(C)C)N(C)C.CN(C)P(=O)(N(C)C)N(C)C.CN(C)P(=O)(N(C)C)N(C)C.C=CCB1OBOB(COC)O1", "species": ["C", "N", "C", "P", "O", "N", "C", "C", "N", "C", "C", "H", "H", "H", "H", "H", "H", "H", "H", "H", "H", "H", "H", "H", "H", "H", "H", "H", "H", "C", "N", "C", "P", "O", "N", "C", "C", "N", "C", "C", "H", "H", "H", "H", "H", "H", "H", "H", "H", "H", "H", "H", "H", "H", "H", "H", "H", "H", "C", "N", "C", "P", "O", "N", "C", "C", "N", "C", "C", "H", "H", "H", "H", "H", "H", "H", "H", "H", "H", "H", "H", "H", "H", "H", "H", "H", "H", "C", "C", "C", "B", "O", "B", "O", "B", "C", "O", "C", "O", "H", "H", "H", "H", "H", "H", "H", "H", "H", "H", "H"], "coordinates": [[-0.55, 0.41, 3.86], [-1.59, 0.59, 2.85], [-2.84, 0.03, 3.38], [-1.43, 0.39, 1.16], [-2.43, 1.54, 0.86], [-0.12, 1.33, 0.56], [0.37, 2.48, 1.32], [-0.32, 1.77, -0.83], [-0.29, -0.93, 1.49], [1.15, -0.87, 1.27], [-0.80, -2.17, 0.89], [-0.35, -0.64, 4.08], [-0.85, 0.90, 4.80], [0.39, 0.88, 3.58], [-2.79, -1.06, 3.44], [-3.69, 0.29, 2.74], [-3.07, 0.43, 4.37], [-0.44, 3.11, 1.69], [1.04, 3.10, 0.73], [0.98, 2.15, 2.17], [-0.98, 2.64, -0.90], [-0.75, 0.97, -1.43], [0.64, 2.03, -1.30], [1.41, -0.75, 0.21], [1.63, -1.80, 1.61], [1.62, -0.08, 1.85], [-0.73, -2.14, -0.20], [-1.86, -2.31, 1.16], [-0.27, -3.05, 1.27], [2.49, -8.19, -0.45], [1.32, -7.38, -0.13], [0.71, -7.93, 1.09], [0.18, -6.72, -1.21], [-0.01, -5.45, -0.35], [0.97, -5.82, -2.45], [2.32, -5.30, -2.22], [0.14, -4.72, -2.97], [0.39, -8.19, -2.20], [1.07, -8.24, -3.49], [-0.91, -8.87, -2.33], [2.23, -9.23, -0.68], [3.19, -8.21, 0.39], [3.06, -7.80, -1.29], [0.25, -8.90, 0.89], [-0.06, -7.27, 1.48], [1.45, -8.05, 1.89], [2.42, -4.83, -1.25], [2.60, -4.57, -2.99], [3.06, -6.09, -2.32], [0.16, -3.85, -2.31], [-0.90, -5.04, -3.08], [0.49, -4.41, -3.96], [0.56, -7.64, -4.26], [1.11, -9.28, -3.86], [2.11, -7.93, -3.42], [-1.58, -8.31, -2.98], [-1.39, -8.96, -1.35], [-0.79, -9.89, -2.72], [5.20, 1.69, -4.07], [4.43, 2.46, -3.11], [3.92, 3.66, -3.78], [4.81, 2.73, -1.46], [3.32, 2.70, -1.04], [5.10, 1.24, -0.65], [4.56, -0.01, -1.20], [4.75, 1.28, 0.78], [6.52, 2.76, -1.94], [7.50, 1.72, -1.63], [7.10, 4.06, -1.57], [6.07, 2.23, -4.44], [4.58, 1.43, -4.94], [5.55, 0.73, -3.68], [4.73, 4.35, -4.01], [3.19, 4.18, -3.15], [3.40, 3.40, -4.71], [3.52, 0.09, -1.51], [4.62, -0.83, -0.48], [5.15, -0.35, -2.05], [3.68, 1.17, 0.94], [5.07, 2.23, 1.22], [5.27, 0.48, 1.32], [7.67, 1.61, -0.55], [8.47, 1.96, -2.09], [7.22, 0.76, -2.05], [7.21, 4.15, -0.48], [6.44, 4.88, -1.90], [8.07, 4.22, -2.05], [-4.65, 4.80, 2.69], [-5.42, 5.67, 1.73], [-5.32, 7.33, 1.78], [-6.63, 7.84, 2.64], [-6.72, 7.99, 4.10], [-7.89, 7.13, 4.51], [-9.21, 7.16, 3.79], [-8.83, 7.10, 2.36], [-9.29, 5.96, 1.27], [-9.85, 4.78, 1.95], [-8.80, 3.97, 2.60], [-7.88, 8.16, 1.86], [-4.31, 3.71, 2.40], [-4.35, 5.26, 3.73], [-6.08, 5.07, 0.93], [-5.51, 7.69, 0.66], [-4.29, 7.69, 2.18], [-7.84, 6.38, 5.43], [-9.98, 6.44, 0.45], [-8.30, 5.63, 0.70], [-9.20, 2.85, 2.58], [-8.68, 4.26, 3.74], [-7.77, 3.98, 2.05]]}



4.
{"formula": "C23H65N13O11", "method": "ωB97M-V/def2-TZVPD", "spin_multiplicity": 1, "orbital_gap_ev": 9.044, "total_energy_ev": -66799.8754, "total_charge": 0, "homo_energy_ev": -8.71, "relative_energy_ev": 1.249, "smiles": "COCCNCCOC.COCCNCCOC.COCCNCCOC.NC(N)=O.NC(N)=O.NC(N)=O.NC(N)=O.NC(N)=O", "species": ["C", "O", "C", "C", "N", "C", "C", "O", "C", "H", "H", "H", "H", "H", "H", "H", "H", "H", "H", "H", "H", "H", "H", "H", "C", "O", "C", "C", "N", "C", "C", "O", "C", "H", "H", "H", "H", "H", "H", "H", "H", "H", "H", "H", "H", "H", "H", "H", "C", "O", "C", "C", "N", "C", "C", "O", "C", "H", "H", "H", "H", "H", "H", "H", "H", "H", "H", "H", "H", "H", "H", "H", "N", "C", "N", "O", "H", "H", "H", "H", "N", "C", "N", "O", "H", "H", "H", "H", "N", "C", "N", "O", "H", "H", "H", "H", "N", "C", "N", "O", "H", "H", "H", "H", "N", "C", "N", "O", "H", "H", "H", "H"], "coordinates": [[8.34, 1.17, -6.89], [8.37, 0.81, -5.53], [7.66, 1.70, -4.70], [6.43, 1.04, -4.09], [5.64, 2.05, -3.42], [4.28, 1.54, -3.10], [3.44, 2.67, -2.59], [3.80, 2.93, -1.25], [2.98, 3.88, -0.57], [7.34, 0.96, -7.30], [9.04, 0.63, -7.52], [8.48, 2.24, -7.06], [7.45, 2.68, -5.14], [8.36, 1.97, -3.89], [6.79, 0.26, -3.42], [5.94, 0.57, -4.94], [6.11, 2.31, -2.56], [4.31, 0.64, -2.48], [3.89, 1.28, -4.09], [2.36, 2.43, -2.69], [3.49, 3.58, -3.21], [3.54, 4.06, 0.35], [1.99, 3.48, -0.35], [2.93, 4.83, -1.11], [4.07, 0.06, 0.36], [3.83, 0.84, 1.50], [3.18, 0.11, 2.54], [3.11, 1.05, 3.74], [2.66, 2.43, 3.45], [3.34, 3.38, 4.34], [4.74, 3.76, 3.94], [4.68, 4.36, 2.66], [5.92, 4.76, 2.15], [4.49, -0.93, 0.58], [4.87, 0.53, -0.21], [3.25, -0.18, -0.31], [3.82, -0.73, 2.83], [2.18, -0.17, 2.19], [4.17, 1.07, 4.05], [2.55, 0.54, 4.53], [3.09, 2.58, 2.53], [3.37, 2.90, 5.33], [2.69, 4.21, 4.62], [5.43, 2.91, 3.92], [5.13, 4.49, 4.68], [6.45, 5.46, 2.82], [5.74, 5.23, 1.19], [6.61, 3.93, 1.93], [-4.55, -2.25, -1.68], [-5.85, -1.65, -1.69], [-6.82, -2.43, -1.00], [-6.59, -2.38, 0.49], [-7.76, -2.80, 1.22], [-7.63, -2.83, 2.67], [-8.98, -3.19, 3.29], [-8.96, -4.57, 3.67], [-10.16, -5.25, 3.51], [-3.80, -1.48, -1.76], [-4.51, -2.78, -2.65], [-4.39, -3.02, -0.93], [-6.80, -3.44, -1.45], [-7.78, -2.04, -1.35], [-6.32, -1.35, 0.73], [-5.72, -3.00, 0.76], [-8.12, -3.67, 0.84], [-7.35, -1.85, 3.05], [-6.80, -3.50, 2.94], [-9.78, -3.01, 2.58], [-9.10, -2.61, 4.21], [-10.40, -5.46, 2.46], [-10.99, -4.71, 3.99], [-10.16, -6.23, 4.00], [-0.30, 2.39, 3.98], [-1.42, 1.90, 3.35], [-2.52, 1.76, 4.16], [-1.47, 1.57, 2.17], [-0.31, 2.49, 4.98], [0.62, 2.47, 3.52], [-2.59, 2.25, 5.03], [-3.34, 1.44, 3.66], [-1.78, 0.42, -4.65], [-1.30, 0.13, -5.89], [-0.59, -1.06, -5.97], [-1.51, 0.80, -6.87], [-1.41, 0.10, -3.76], [-2.32, 1.26, -4.55], [-0.43, -1.66, -5.19], [-0.56, -1.34, -6.94], [1.27, -4.92, -1.96], [1.15, -3.56, -1.68], [0.19, -2.90, -2.39], [1.78, -3.08, -0.74], [1.70, -5.47, -1.25], [0.63, -5.37, -2.59], [-0.11, -1.95, -2.12], [-0.32, -3.34, -3.13], [-4.29, -1.95, 4.11], [-3.67, -1.41, 3.00], [-2.46, -2.00, 2.68], [-4.13, -0.47, 2.35], [-5.22, -1.65, 4.34], [-3.94, -2.82, 4.47], [-2.08, -2.70, 3.27], [-1.89, -1.63, 1.94], [-2.45, 0.17, -0.19], [-1.23, 0.17, -0.84], [-0.31, 1.01, -0.28], [-1.03, -0.49, -1.89], [-2.43, 0.64, 0.71], [-3.06, -0.56, -0.50], [-0.49, 1.40, 0.62], [0.62, 1.15, -0.64]]}